Computed, not measured: a 4-piece molecular cluster, C29H79Br2N14O4P4S overall in a non-equilibrium geometry, with the ωB97M-V functional and the def2-TZVPD basis.

```
133
Properties=species:S:1:pos:R:3:forces:R:3
C -0.646 -0.776 -1.398 -0.0773 -0.2589 -0.3874
C -2.039 -1.447 -0.979 2.3299 -3.5809 3.1764
O -1.953 -2.430 -0.191 -0.7472 4.0409 -3.0543
N -3.388 -1.082 -1.472 2.0343 -0.9681 -2.0833
C -3.290 -1.064 -2.945 0.6478 -0.2108 -2.3681
N -4.032 -0.023 -0.829 -1.5952 0.0695 0.7517
C -4.337 1.228 -1.594 -0.1843 3.3316 -0.9367
C -3.094 2.179 -1.938 -0.1918 0.7144 -1.5539
C -3.698 3.354 -2.902 -0.5618 0.5157 1.4301
C -4.292 4.482 -1.892 -0.6529 -0.1670 0.7769
N -3.553 5.776 -1.962 0.6329 -0.6266 0.9569
C -2.104 5.609 -1.699 2.0046 1.8143 -2.3804
N -1.277 6.032 -2.641 -1.9460 -1.2546 2.4556
N -1.559 5.050 -0.449 -1.0963 -0.0594 -1.3146
P -3.142 0.512 0.683 1.0224 2.0898 3.4960
S -4.087 1.815 1.757 -0.1420 -0.3344 -0.6935
C -5.386 -0.565 -0.332 -2.4430 -1.0613 0.4175
Br -5.149 -2.155 0.884 0.6356 2.3769 0.8734
C -6.366 -1.080 -1.507 -1.1913 -0.3462 0.6749
C -7.935 -0.829 -1.150 0.3244 0.0177 -1.1958
Br -6.185 -3.088 -1.601 -0.6480 0.8654 -2.2262
H 0.024 -0.748 -0.458 -1.2414 0.0526 -1.4665
H -0.106 -1.477 -2.138 -0.9688 0.9445 1.1083
H -0.737 0.238 -1.903 0.0950 -1.2707 0.8239
H -2.492 -0.347 -3.382 -1.2285 -0.9022 0.9238
H -4.247 -0.852 -3.521 1.0433 -0.3813 1.1872
H -2.947 -2.114 -3.281 -0.7027 1.5574 0.7775
H -4.934 1.106 -2.560 1.0414 -0.7028 1.4450
H -5.041 1.872 -0.937 1.2225 -1.2273 -0.7464
H -2.266 1.692 -2.548 -1.1323 0.1948 1.0306
H -2.648 2.734 -1.047 -0.6471 -0.9886 -0.9816
H -2.901 3.789 -3.599 -1.1552 -0.6400 1.1445
H -4.590 2.998 -3.519 1.4047 0.2090 0.6266
H -4.243 4.131 -0.788 -0.0530 -0.0297 -1.6748
H -5.415 4.676 -2.084 1.8754 -0.1401 0.0280
H -3.936 6.428 -1.253 0.1855 -0.5939 -0.5469
H -1.815 6.422 -3.431 0.0301 -0.3971 0.4926
H -1.259 5.786 0.205 -0.0394 -0.5587 -0.5623
H -0.780 4.425 -0.691 -0.0940 0.8914 0.2815
H -1.869 1.108 0.320 -0.8840 -1.0324 -0.6186
H -2.823 -0.576 1.555 -0.1587 -0.0654 -1.3241
H -5.973 0.218 0.268 1.4282 -0.9603 -0.8278
H -6.208 -0.633 -2.535 0.2215 -0.6710 1.3853
H -8.489 -1.026 -2.145 0.7919 0.2390 1.6742
H -8.138 0.267 -0.886 0.3746 -1.5645 -0.1283
H -8.338 -1.569 -0.385 0.7184 1.1887 -0.8214
O 5.820 -2.044 0.382 1.6768 4.0940 -0.1468
P 4.907 -1.280 1.361 -3.5033 -6.5871 1.3379
N 5.286 -2.308 2.665 0.6864 -0.2245 1.3619
C 4.528 -3.349 3.322 -0.2772 0.2443 0.3561
C 6.655 -2.254 3.164 0.3358 0.1925 -0.5394
N 3.483 -1.732 0.491 -0.7374 0.6241 -1.5299
C 2.493 -2.694 0.933 -0.2747 0.4851 0.6835
C 3.643 -1.886 -0.962 0.4269 0.0236 0.1153
N 3.892 -0.325 2.441 0.4474 0.9175 -1.5919
C 3.855 -0.331 3.892 0.8815 0.4452 0.4229
C 2.823 0.502 1.887 0.3116 0.7348 -0.2866
H 4.561 -3.210 4.411 0.1195 -0.1022 0.0690
H 4.939 -4.342 3.099 -0.0330 0.0416 -0.0526
H 3.473 -3.367 3.087 -0.0289 0.1147 -0.2813
H 6.852 -1.283 3.633 0.1896 0.0315 0.1002
H 7.384 -2.393 2.357 -0.0617 0.0475 0.0451
H 6.866 -3.021 3.915 -0.3203 0.0399 -0.1273
H 2.897 -3.711 0.952 -0.0939 -0.0868 0.0744
H 1.618 -2.701 0.274 0.1878 0.0732 -0.1937
H 2.086 -2.431 1.914 0.2032 -0.1305 0.0987
H 4.073 -2.863 -1.218 0.0358 0.0945 -0.0772
H 4.288 -1.108 -1.370 0.0743 -0.1749 0.0624
H 2.683 -1.795 -1.481 -0.1718 -0.0092 0.2883
H 3.146 -1.075 4.258 0.0239 -0.1604 -0.0629
H 3.542 0.641 4.290 -0.0639 0.0033 -0.2588
H 4.834 -0.509 4.339 -0.1410 -0.2685 -0.1430
H 1.855 -0.008 1.955 0.0395 -0.0920 0.0113
H 3.011 0.758 0.842 -0.0943 -0.2304 0.1274
H 2.738 1.459 2.415 0.0606 -0.1463 0.1078
O 0.333 -6.651 0.419 0.5903 2.2913 -3.7613
P -0.774 -7.249 -0.472 -2.0608 -4.3513 5.8885
N -2.020 -6.750 0.579 -1.3339 1.0211 0.4297
C -2.853 -7.486 1.503 -0.3638 -0.1623 -0.2929
C -2.237 -5.315 0.698 0.6321 0.0458 -0.1582
N -0.219 -8.862 -0.200 1.2760 -0.6600 -0.6105
C -0.884 -9.857 0.616 -0.7119 -0.1699 -0.5731
C 1.229 -9.015 -0.009 0.0912 0.3118 -0.0001
N -1.994 -7.899 -1.566 1.6152 0.3708 -0.7654
C -3.423 -7.647 -1.584 -0.1959 0.9893 -0.3422
C -1.628 -8.945 -2.520 0.3826 0.2298 -0.6995
H -3.908 -7.220 1.355 -0.0684 0.1137 0.1130
H -2.593 -7.258 2.544 0.0450 -0.0369 -0.0314
H -2.830 -8.561 1.385 0.2768 -0.0595 -0.1223
H -2.620 -4.909 -0.246 -0.0646 0.2280 -0.0186
H -1.309 -4.786 0.942 -0.0548 -0.0287 -0.0777
H -2.962 -5.055 1.476 0.0350 -0.3173 -0.0569
H -0.865 -9.590 1.677 -0.0849 -0.0098 0.0827
H -0.408 -10.837 0.515 0.2001 0.2022 -0.1001
H -1.914 -10.023 0.286 -0.0508 0.1769 0.1512
H 1.528 -8.772 1.019 0.0605 0.0570 -0.0775
H 1.786 -8.372 -0.691 -0.0533 0.0504 0.1771
H 1.551 -10.039 -0.219 -0.3291 -0.0475 -0.0252
H -3.950 -8.357 -0.945 0.0558 -0.0124 0.1475
H -3.836 -7.749 -2.593 0.2334 -0.1320 -0.0048
H -3.676 -6.628 -1.284 0.1002 -0.1774 0.2677
H -1.904 -9.936 -2.143 0.0285 0.0738 0.0690
H -0.558 -8.938 -2.735 -0.1621 -0.1155 0.2384
H -2.125 -8.802 -3.487 -0.1109 0.0815 0.1621
O 1.905 5.673 0.585 2.4403 -2.9021 2.1069
P 3.176 6.531 0.747 -3.4712 5.8658 -3.4032
N 2.364 7.738 1.635 -0.3706 0.7035 1.3956
C 1.934 9.071 1.278 0.4463 0.2986 0.1008
C 1.882 7.362 2.958 -0.0536 -0.5894 -0.1041
N 3.263 6.845 -0.950 0.4240 -1.0703 -1.1201
C 2.966 8.109 -1.590 0.7482 0.4708 0.2799
C 2.775 5.770 -1.824 -0.1552 -0.1952 0.2366
N 4.678 7.432 0.946 0.1090 -1.7825 -0.4899
C 4.972 8.512 1.869 0.0997 -0.3671 1.0750
C 5.776 7.225 0.003 0.5150 -0.6909 0.1212
H 2.251 9.787 2.046 -0.1422 0.0307 0.1015
H 0.841 9.129 1.196 0.0182 -0.0272 -0.0453
H 2.356 9.458 0.361 0.0575 -0.2500 -0.1597
H 2.726 7.176 3.633 -0.0548 -0.0477 0.2141
H 1.271 6.452 2.922 0.0748 0.0200 0.0037
H 1.266 8.138 3.423 0.1613 0.0618 -0.2896
H 1.902 8.359 -1.522 -0.0533 0.0966 0.0156
H 3.231 8.090 -2.653 -0.0155 -0.2907 0.0849
H 3.572 8.920 -1.178 -0.1764 0.0089 0.1522
H 1.681 5.785 -1.910 0.0264 -0.0727 -0.0107
H 3.079 4.792 -1.451 -0.1183 0.0813 0.0521
H 3.192 5.859 -2.833 0.1181 0.2808 0.1175
H 4.720 9.477 1.427 -0.1577 -0.0063 -0.0801
H 6.035 8.540 2.129 -0.0322 -0.1507 -0.2226
H 4.457 8.403 2.825 -0.1941 0.0905 -0.2509
H 5.789 8.005 -0.764 -0.1023 -0.0228 0.0474
H 5.709 6.252 -0.487 -0.1423 0.2659 -0.0527
H 6.749 7.234 0.510 -0.1583 0.1133 0.0987
```
Forces are in eV/Å.

Charge: +1
Total energy: -9130.7547 Ha
LUMO energy: -3.84 eV
Gap between HOMO and LUMO: 5.2495 eV
2S+1: 1
Highest occupied orbital energy: -0.334 Eh

Löwdin population analysis, charges in e, atoms 1 to 99:
1. C -0.012
2. C -0.414
3. O 0.044
4. N -0.130
5. C -0.052
6. N -0.378
7. C -0.191
8. C -0.187
9. C -0.135
10. C -0.225
11. N -0.037
12. C -0.451
13. N 0.134
14. N 0.079
15. P 0.448
16. S 0.290
17. C -0.619
18. Br 0.695
19. C -0.661
20. C -0.140
21. Br 0.602
22. H 0.103
23. H 0.115
24. H 0.068
25. H 0.105
26. H 0.102
27. H 0.139
28. H 0.133
29. H 0.126
30. H 0.095
31. H 0.072
32. H 0.121
33. H 0.109
34. H 0.100
35. H 0.128
36. H 0.122
37. H 0.054
38. H 0.088
39. H 0.073
40. H 0.035
41. H 0.009
42. H 0.094
43. H 0.082
44. H 0.097
45. H 0.093
46. H 0.082
47. O -0.307
48. P 0.765
49. N -0.365
50. C -0.133
51. C -0.132
52. N -0.337
53. C -0.138
54. C -0.148
55. N -0.292
56. C -0.113
57. C -0.144
58. H 0.079
59. H 0.093
60. H 0.046
61. H 0.067
62. H 0.073
63. H 0.083
64. H 0.093
65. H 0.066
66. H 0.068
67. H 0.085
68. H 0.071
69. H 0.060
70. H 0.088
71. H 0.081
72. H 0.077
73. H 0.072
74. H 0.074
75. H 0.077
76. O -0.318
77. P 0.761
78. N -0.357
79. C -0.132
80. C -0.151
81. N -0.339
82. C -0.140
83. C -0.146
84. N -0.293
85. C -0.115
86. C -0.134
87. H 0.077
88. H 0.092
89. H 0.047
90. H 0.052
91. H 0.064
92. H 0.078
93. H 0.088
94. H 0.085
95. H 0.068
96. H 0.082
97. H 0.070
98. H 0.080
99. H 0.090